Below is a molecular structure, C35H58Be2BrCl3FI2N4O8P in a non-equilibrium geometry, with properties calculated with ωB97M-V with the def2-TZVPD basis set.

Atoms and positions in Å:
C 1.104 1.187 6.009
C 0.463 -0.163 5.559
O 0.521 -0.175 4.117
C -0.378 -1.126 3.581
O 0.201 -1.537 2.344
C -0.672 -2.349 1.571
O -0.729 -3.670 2.082
C 0.017 -2.496 0.157
C 1.541 -2.259 0.355
O 2.002 -1.218 -0.018
O 2.352 -3.185 0.958
C -2.102 -1.738 1.336
N -2.355 -0.463 2.044
O -3.706 -0.136 2.206
C -4.490 -0.332 1.000
C -5.820 0.502 1.028
C -6.633 0.088 2.295
C -5.606 2.039 0.853
C -5.185 2.788 2.154
C -4.679 2.404 -0.358
P -1.517 0.944 1.208
N -1.400 0.762 -0.347
C -1.784 -0.436 3.479
C -2.765 -1.096 4.452
I -2.910 -3.249 4.553
C -3.571 -0.422 5.284
C -4.562 -1.129 6.232
I -3.538 1.708 5.383
H 0.391 2.022 5.851
H 1.955 1.400 5.327
H 1.485 1.148 7.042
H 1.146 -0.959 5.930
H -0.561 -0.254 5.967
H -0.352 -1.983 4.290
H -0.232 -3.727 2.914
H -0.161 -3.506 -0.252
H -0.311 -1.719 -0.552
H 2.593 -2.784 1.813
H -2.209 -1.650 0.236
H -2.863 -2.485 1.639
H -3.961 -0.127 0.048
H -4.828 -1.392 0.940
H -6.394 0.141 0.146
H -7.706 0.300 2.131
H -6.271 0.530 3.238
H -6.556 -1.020 2.378
H -6.603 2.459 0.587
H -5.887 2.575 2.981
H -4.169 2.485 2.460
H -5.248 3.879 1.968
H -3.611 2.482 -0.089
H -4.852 1.746 -1.229
H -4.988 3.427 -0.667
H -2.213 2.118 1.571
H -0.229 0.999 1.817
H -0.395 0.747 -0.550
H -1.623 0.644 3.688
H -3.994 -1.667 7.016
H -5.246 -0.395 6.703
H -5.219 -1.831 5.680
N 2.955 2.458 -3.390
C 3.184 1.994 -4.623
C 3.231 0.649 -4.951
C 3.026 -0.276 -3.943
C 2.780 0.173 -2.654
C 2.757 1.546 -2.430
H 3.338 2.755 -5.381
H 3.421 0.337 -5.969
H 3.053 -1.338 -4.158
H 2.611 -0.531 -1.850
H 2.571 1.948 -1.439
C -1.965 -1.245 -5.582
C -1.519 -0.332 -4.445
C -1.092 -1.091 -3.184
C -2.186 -1.841 -2.569
N -3.047 -2.426 -2.082
H -2.846 -1.828 -5.306
H -2.223 -0.654 -6.461
H -1.169 -1.939 -5.862
H -2.326 0.365 -4.207
H -0.671 0.265 -4.786
H -0.709 -0.373 -2.454
H -0.270 -1.772 -3.422
F 9.645 1.545 -1.548
C 8.370 1.251 -1.295
C 7.393 1.595 -2.229
C 6.051 1.283 -1.971
C 5.711 0.650 -0.789
C 6.701 0.318 0.138
C 8.036 0.615 -0.118
H 7.684 2.107 -3.148
H 5.285 1.539 -2.693
H 4.676 0.411 -0.583
H 6.430 -0.175 1.063
H 8.812 0.354 0.589
C 0.264 4.350 -4.382
Cl -1.149 5.408 -4.501
Cl -0.206 2.673 -4.081
H 0.816 4.397 -5.317
H 0.892 4.691 -3.565
C -2.362 -6.493 2.144
O -1.761 -6.373 0.875
H -3.149 -7.244 2.093
H -1.578 -6.826 2.912
H -2.789 -5.536 2.445
H -1.068 -5.705 0.951
Cl -0.784 6.999 -6.621
Be 7.746 0.225 -3.952
C 11.125 1.948 -4.668
O 10.898 1.614 -5.905
H 10.779 1.201 -3.880
H 12.172 2.133 -4.369
H 10.612 2.868 -4.299
Br -1.303 -6.334 4.740
Be -1.538 8.818 -7.425

Results
- Net charge: +2
- LUMO level: -8.7807 eV
- Strongest force on any atom: 0.09380 Eh/bohr
- 2S+1: 1
- Molar mass: 1170.94 g/mol
- Electronic energy: -196163.990 eV
- HOMO energy: -9.56 eV

---

Below is 14 unconnected molecules or ions with the total composition C35H58ClN14O8P2 in a non-equilibrium geometry, with properties calculated with ωB97M-V with the def2-TZVPD basis set.

Atoms and positions in Å:
C 3.884 -2.500 3.155
C 2.639 -1.882 2.454
C 1.952 -0.933 3.432
Cl 0.959 -1.867 4.628
C 1.203 0.275 2.800
C 2.421 1.264 2.485
O 3.007 1.128 1.388
O 2.724 2.037 3.450
N 0.443 -0.093 1.578
C -0.552 -1.146 1.824
O -1.576 -1.022 0.861
C -2.517 -2.060 0.936
O -3.045 -2.242 2.218
C -3.728 -1.103 2.719
C -5.222 -1.121 2.378
O -5.549 0.054 1.614
P -0.185 1.202 0.684
O -1.395 1.905 1.227
P 0.044 1.070 4.050
O 0.921 1.116 5.454
O 0.039 2.636 3.595
H 4.052 -2.034 4.130
H 4.784 -2.342 2.569
H 3.728 -3.566 3.341
H 1.985 -2.696 2.140
H 2.981 -1.295 1.602
H 2.748 -0.465 4.014
H -0.924 -1.122 2.851
H -0.067 -2.124 1.673
H -3.304 -1.835 0.202
H -2.041 -3.010 0.655
H -3.300 -0.152 2.384
H -3.610 -1.133 3.807
H -5.797 -1.073 3.313
H -5.495 -2.034 1.839
H -6.503 0.180 1.650
H 0.835 2.132 0.476
H -0.480 0.657 -0.556
H 0.442 0.507 6.030
H -0.893 2.827 3.405
C -2.367 -1.049 -3.737
C -1.178 -1.005 -2.906
N -0.301 -0.971 -2.171
H -3.248 -0.973 -3.102
H -2.356 -0.207 -4.423
H -2.405 -1.976 -4.309
C -0.371 3.023 -4.918
C -1.146 2.017 -5.633
N -1.769 1.237 -6.194
H 0.686 2.918 -5.147
H -0.697 4.015 -5.224
H -0.516 2.915 -3.843
C 2.923 -1.453 -3.191
C 3.425 -2.618 -3.910
N 3.820 -3.526 -4.487
H 3.357 -0.546 -3.609
H 1.842 -1.406 -3.283
H 3.186 -1.518 -2.136
C -3.323 3.561 -0.493
C -3.050 2.471 -1.416
N -2.827 1.583 -2.102
H -3.053 4.514 -0.946
H -4.381 3.582 -0.239
H -2.735 3.408 0.408
C -1.509 -1.138 8.377
C -1.611 -1.786 7.074
N -1.692 -2.276 6.043
H -0.465 -0.929 8.605
H -2.065 -0.203 8.368
H -1.918 -1.789 9.148
C 2.932 2.814 -7.738
C 2.894 3.684 -6.567
N 2.834 4.342 -5.631
H 3.053 3.411 -8.639
H 3.764 2.118 -7.667
H 1.999 2.255 -7.807
C -3.728 -4.234 -2.762
C -4.423 -4.260 -1.480
N -4.993 -4.280 -0.487
H -3.307 -5.216 -2.974
H -4.430 -3.969 -3.551
H -2.920 -3.506 -2.735
C 0.429 -5.733 -3.242
C -0.298 -5.759 -1.976
N -0.858 -5.780 -0.975
H 0.859 -6.713 -3.440
H -0.247 -5.469 -4.054
H 1.231 -4.998 -3.195
C -6.525 3.588 2.589
C -6.085 4.785 1.883
N -5.690 5.694 1.313
H -6.080 2.708 2.126
H -6.207 3.638 3.628
H -7.610 3.508 2.547
C 2.721 -1.076 -8.826
C 3.552 -0.084 -9.502
N 4.206 0.698 -10.029
H 3.052 -2.077 -9.094
H 2.804 -0.956 -7.747
H 1.681 -0.950 -9.120
C -0.306 5.722 1.758
C -1.713 5.401 1.971
N -2.814 5.136 2.136
H 0.090 5.104 0.954
H -0.204 6.774 1.496
H 0.264 5.518 2.662
C 5.810 0.554 0.735
C 5.416 -0.637 -0.001
N 5.037 -1.540 -0.594
H 6.893 0.669 0.706
H 5.328 1.425 0.295
H 5.481 0.461 1.767
C 5.842 0.267 5.581
C 6.449 -0.913 4.970
N 6.892 -1.841 4.464
H 6.214 1.167 5.096
H 4.759 0.232 5.460
H 6.086 0.301 6.641

Results
- Net charge: -1
- LUMO level: 1.6272 eV
- Strongest force on any atom: 0.03900 Eh/bohr
- 2S+1: 1
- Molar mass: 900.34 g/mol
- Electronic energy: -105576.624 eV
- HOMO energy: -5.02 eV